Entry from the Open Molecules 2025 dataset: one molecule with the formula C5H5N3 at a distorted geometry (wB97M-V/def2-TZVPD).

```
13
Properties=species:S:1:pos:R:3
C -0.42033 2.50638 2.32277
C 1.77601 2.44521 0.87696
C 0.86266 0.42733 -0.20019
C 0.70983 2.62529 1.59720
C -1.03911 -1.05451 0.05309
N -1.37708 2.27763 2.93731
N 1.81865 1.29861 0.14240
N -0.18240 0.06970 0.47950
H 2.57615 3.15093 0.73374
H 1.31222 -0.18584 -1.13158
H -1.94192 -1.12888 0.89174
H -1.48689 -0.86973 -0.94694
H -0.62173 -2.03422 0.05950
```

ΔE to the lowest compared entry with this formula, charge and spin = 123.1 kcal/mol
Charge = 0

Entry from the Open Molecules 2025 dataset: a 2-piece molecular cluster, C4H6N5 overall at a distorted geometry (wB97M-V/def2-TZVPD).

```
15
Properties=species:S:1:pos:R:3
C 2.00300 -0.10860 -0.04415
C -0.29741 -0.05712 0.03556
C -0.83407 1.28082 0.40269
C -2.29368 -1.25943 -0.36570
N 2.59741 0.79688 -0.80003
N 2.78950 -0.79739 0.76033
N 3.87087 0.64126 -0.45442
N 3.98085 -0.29596 0.46067
N -0.85286 -1.12043 -0.28540
H -1.42312 1.19737 1.32149
H -0.03593 2.00138 0.55643
H -1.49322 1.64342 -0.39160
H -2.81285 -0.83701 0.50341
H -2.52411 -2.32435 -0.43556
H -2.67441 -0.76084 -1.26373
```

ΔE to the lowest compared entry with this formula, charge and spin = 64.5 kcal/mol
Charge = -1

Entry from the Open Molecules 2025 dataset: AlBFH23NO12S as an isolated structure at a distorted geometry (wB97M-V/def2-TZVPD).

```
40
Properties=species:S:1:pos:R:3
N 2.24576 -0.82328 0.77492
B 1.29248 -0.47027 -0.27972
O 1.44900 -0.95820 -1.63086
Al -0.37208 0.75214 0.19077
S -2.01393 -0.79503 0.86318
O -1.49202 -1.43646 2.10811
O -2.06127 -1.84696 -0.20267
F -3.51181 -0.12680 1.12280
H 3.19044 -0.79957 0.38744
H 2.12599 -0.14822 1.51598
H 0.90309 -1.74118 -1.65101
H -0.10283 1.68072 1.46062
H -0.86809 1.60572 -1.07562
O -2.52358 3.80866 -0.04460
H -2.68007 4.47090 -0.71914
H -3.40638 3.51174 0.20282
O -4.45531 1.98540 -1.41152
H -4.10371 1.10630 -1.26325
H -5.27311 1.82852 -1.88490
O -2.52109 -4.42422 1.32770
H -2.27410 -3.65267 1.85203
H -2.75208 -4.04479 0.47604
O 5.26998 -0.57101 0.44896
H 5.75368 -0.55864 -0.38220
H 5.80966 -0.03579 1.03758
O 5.31329 -2.29127 3.00808
H 5.18615 -1.62040 2.32826
H 4.41889 -2.54434 3.25018
O -4.20691 0.00501 -3.32852
H -3.38792 0.10760 -3.82045
H -4.11323 -0.84997 -2.89493
O -4.74515 4.55635 2.04509
H -4.74177 4.14583 2.91345
H -4.47638 5.46284 2.21004
O 4.80517 1.31015 -1.49111
H 4.10224 0.68416 -1.29332
H 4.41611 2.16433 -1.28896
O 3.63682 -3.21472 -1.74527
H 2.96160 -3.86492 -1.54169
H 3.20246 -2.36767 -1.57429
```

Electronic energy = -47262.8625 eV
Charge = -1

Entry from the Open Molecules 2025 dataset: an isolated ion of composition C3H8NS2 and charge +1 at a distorted geometry (wB97M-V/def2-TZVPD).

```
14
Properties=species:S:1:pos:R:3
C -2.48335 0.68086 -0.52421
C 0.36825 -0.00483 -0.28495
C 2.77239 -0.47274 0.03226
N 1.52145 0.14602 0.29440
S -2.96440 -0.94601 0.28617
S -0.80240 1.18406 0.14742
H -2.66527 0.42386 -1.50217
H -3.30420 1.29796 -0.14411
H 0.19357 -0.77669 -1.06602
H 2.92907 -0.82238 -0.90945
H 3.50411 0.22982 0.27108
H 2.84592 -1.40191 0.76125
H 1.40116 0.78281 1.08993
H -3.31631 -0.32084 1.54840
```

ΔE to the lowest compared entry with this formula, charge and spin = 30.8 kcal/mol
Charge = +1

Entry from the Open Molecules 2025 dataset: C46H41Br2N4O4PPr as an isolated structure at a distorted geometry (wB97M-V/def2-TZVPD).

```
99
Properties=species:S:1:pos:R:3
Pr -19.27147 -0.74090 -13.17709
C -20.17187 4.18194 -9.35658
C -20.66558 2.95786 -10.16973
C -22.07813 2.74036 -10.30691
C -22.55839 1.56106 -10.94502
C -21.59566 0.65789 -11.43710
Br -22.27737 -0.97996 -12.31978
N -20.30749 0.85575 -11.34543
C -19.84655 2.00210 -10.71516
H -20.61930 5.11158 -9.73745
H -19.08216 4.22445 -9.45311
H -20.43410 4.06151 -8.30719
H -22.70518 3.55764 -9.94765
H -23.65658 1.38737 -11.09430
H -18.75904 2.01104 -10.57852
O -18.12064 -2.56939 -14.32554
C -19.24454 -3.12419 -14.40306
O -20.17842 -2.88393 -13.51581
C -19.66482 -3.97315 -15.55255
C -19.31522 -5.33341 -15.72208
C -19.74293 -6.04153 -16.85286
C -20.57328 -5.42634 -17.78275
C -20.98262 -4.09244 -17.59966
C -20.52626 -3.36795 -16.49707
P -21.09123 -1.66317 -16.27843
C -22.88049 -1.71379 -16.04848
C -23.72427 -0.63978 -16.42440
C -25.07977 -0.63976 -16.07963
C -25.62029 -1.59803 -15.22573
C -24.81853 -2.67732 -14.90437
C -23.46105 -2.73083 -15.24720
C -20.79862 -0.93760 -17.88332
C -19.68512 -0.10732 -18.12105
C -19.67780 0.72381 -19.21745
C -20.74335 0.80148 -20.10605
C -21.78826 -0.10244 -19.97285
C -21.80672 -0.95300 -18.86249
H -18.65292 -5.84268 -14.99674
H -19.47958 -7.10177 -16.92566
H -20.90262 -5.98501 -18.66357
H -21.72890 -3.64213 -18.26090
H -23.39839 0.19595 -17.06426
H -25.73042 0.13599 -16.50916
H -26.63430 -1.51634 -14.81926
H -25.20419 -3.52405 -14.35058
H -22.79920 -3.59348 -14.95431
H -18.84765 -0.14134 -17.42593
H -18.85542 1.39733 -19.39606
H -20.75490 1.57081 -20.87773
H -22.57448 -0.27473 -20.71189
H -22.63560 -1.65403 -18.74709
C -20.98500 1.96724 -14.93195
O -19.68067 1.55564 -14.47194
C -18.58918 2.43800 -14.65472
C -18.48088 3.33974 -15.71730
C -17.52473 4.37934 -15.62838
Br -17.81391 5.90956 -16.69251
C -16.49556 4.32215 -14.72503
C -16.46950 3.26088 -13.81344
C -17.55571 2.37999 -13.68637
O -17.67767 1.48170 -12.62464
C -15.25853 3.03366 -13.05490
N -14.49289 3.98184 -12.53310
C -13.48038 3.31803 -11.82580
C -12.42299 3.89260 -11.08203
C -11.49078 2.97718 -10.58526
C -11.59124 1.60199 -10.88525
C -12.68816 1.03752 -11.51463
C -13.64927 1.89562 -11.95875
N -14.85724 1.73309 -12.70833
H -21.30836 2.90633 -14.47101
H -21.71342 1.17106 -14.74578
H -21.01710 2.18507 -16.00490
H -19.12461 3.29935 -16.59165
H -15.74142 5.11060 -14.64568
H -16.77694 1.38564 -12.23402
H -12.32600 4.97246 -10.95021
H -10.78367 3.26880 -9.82173
H -10.73496 0.99954 -10.59864
H -12.79197 -0.04894 -11.67334
H -14.93710 0.92913 -13.33800
N -18.98630 -2.12065 -10.94091
C -17.69681 -1.67118 -10.47142
C -16.54182 -2.40077 -10.79072
C -15.27615 -1.90336 -10.42558
C -15.15737 -0.72335 -9.69482
C -16.31081 -0.04466 -9.33599
C -17.57780 -0.53108 -9.66181
H -19.79819 -1.67913 -10.45340
H -19.10728 -3.15261 -11.01908
H -16.56921 -3.34062 -11.36216
H -14.36652 -2.38175 -10.84491
H -14.17916 -0.32618 -9.38208
H -16.28208 0.86915 -8.74566
H -18.44049 -0.04041 -9.22605
C -16.89702 -0.31459 -14.89201
H -16.74663 -1.21606 -15.54651
H -16.33697 -0.44335 -13.96801
H -16.48979 0.59517 -15.36483
```

ΔE to the lowest compared entry with this formula, charge and spin = 0.0 kcal/mol
Expectation value of S² = 2.009
Charge = +1
2S+1 = 3

Entry from the Open Molecules 2025 dataset: a 5-piece molecular cluster, C29H55BrIN2O12 overall at a distorted geometry (wB97M-V/def2-TZVPD).

```
100
Properties=species:S:1:pos:R:3
C 0.99970 2.27315 0.69755
C 0.64757 1.46124 -0.51406
C 1.01296 2.02663 -1.86424
N -0.02394 0.38163 -0.37484
C 0.29646 -0.88149 -0.98172
C -0.76644 -1.81150 -0.44516
C -2.24184 -1.60249 -0.37062
C -2.80786 -0.24440 -0.82259
C -3.18966 0.65326 0.36306
I -4.90777 1.83408 -0.05521
N -0.24344 -2.89456 0.00465
C 1.19336 -2.95340 -0.26066
C 1.63331 -1.47378 -0.42092
C 2.86551 -1.54160 -1.34091
C 4.10021 -0.77794 -0.84844
C 4.33015 -0.82977 0.65318
Br 4.14698 1.05990 -1.49794
H 1.91798 2.82634 0.51342
H 0.20854 3.01180 0.87629
H 1.04644 1.64000 1.57912
H 1.68621 2.87614 -1.76425
H 0.08915 2.40574 -2.30823
H 1.48947 1.30642 -2.52679
H 0.38515 -0.93278 -2.08236
H -2.67134 -2.37324 -1.02207
H -2.56086 -1.85254 0.64464
H -2.11206 0.28650 -1.46667
H -3.71498 -0.45009 -1.38964
H -3.43306 0.06906 1.24708
H -2.36616 1.31806 0.60428
H -0.78349 -3.62221 0.45648
H 1.25709 -3.40924 -1.25644
H 1.78623 -3.60959 0.37099
H 1.80113 -1.11310 0.59323
H 2.58564 -1.16274 -2.32607
H 3.18858 -2.57177 -1.49800
H 4.96385 -1.23932 -1.32355
H 4.19393 -1.84477 1.03398
H 5.36963 -0.56856 0.85630
H 3.72667 -0.10986 1.20244
C -7.02122 -1.40365 -1.57936
C -6.38669 -1.75851 -2.90622
O -7.31945 -2.36158 -3.80823
C -8.14216 -1.50397 -4.42372
O -8.13155 -0.30773 -4.29521
O -8.96192 -2.20306 -5.19864
C -9.94757 -1.41929 -5.88411
H -7.51067 -2.27437 -1.14098
H -6.26582 -1.03423 -0.88457
H -7.77639 -0.62858 -1.70018
H -5.60619 -2.50788 -2.76861
H -5.93310 -0.88360 -3.37445
H -9.48060 -0.60546 -6.43342
H -10.67158 -1.02253 -5.17502
H -10.44075 -2.09707 -6.57334
C 8.15659 -2.68255 -2.74877
C 7.28491 -1.61691 -3.37873
O 7.84437 -1.11917 -4.59765
C 7.66302 -1.90514 -5.66324
O 7.05435 -2.94451 -5.67428
O 8.26198 -1.33761 -6.70241
C 8.20433 -2.09843 -7.91565
H 9.17180 -2.30936 -2.61428
H 7.75765 -2.97456 -1.77618
H 8.20538 -3.56773 -3.38110
H 7.21471 -0.75148 -2.71941
H 6.27332 -1.98490 -3.56101
H 7.17897 -2.37239 -8.15211
H 8.81779 -2.99306 -7.82768
H 8.60407 -1.45327 -8.69128
C -5.81557 4.25840 3.11497
C -6.05049 2.89974 3.73629
O -6.49812 2.99742 5.09545
C -7.79234 3.29040 5.24418
O -8.58739 3.44641 4.35452
O -8.05020 3.37460 6.54616
C -9.39809 3.74295 6.86190
H -5.13661 4.85043 3.73023
H -5.38439 4.14942 2.12000
H -6.74660 4.81660 3.02464
H -5.11473 2.34335 3.78446
H -6.75862 2.30775 3.15656
H -10.10624 3.08923 6.35837
H -9.58183 4.77769 6.57851
H -9.49328 3.63394 7.93761
C 6.38612 0.75754 7.42139
C 6.37652 -0.28905 6.33070
O 5.37288 -0.01250 5.33146
C 5.69759 0.92132 4.44551
O 6.73496 1.52322 4.37869
O 4.65870 1.08173 3.61220
C 4.84684 2.10636 2.63473
H 5.39151 0.86449 7.85535
H 7.08382 0.47105 8.20760
H 6.68893 1.72722 7.02888
H 6.10725 -1.26290 6.73407
H 7.35137 -0.38044 5.85342
H 5.77577 1.96089 2.08704
H 4.83993 3.09079 3.09954
H 4.00581 2.02541 1.95013
```

Electronic energy = -136652.1159 eV
Charge = +1

Entry from the Open Molecules 2025 dataset: C27H38Cl2CuN3O6 as an isolated structure at a distorted geometry (wB97M-V/def2-TZVPD).

```
77
Properties=species:S:1:pos:R:3
O -1.39850 0.80229 -0.66650
C -1.84649 2.09232 -0.76008
C -2.09513 2.43072 -2.25677
C -1.53177 1.65959 -3.27642
H -0.89766 0.80858 -3.01082
C -1.76541 1.99236 -4.61774
H -1.38536 1.32762 -5.39647
C -2.46597 3.15920 -4.94870
H -2.61409 3.44125 -5.99565
C -2.97259 3.96946 -3.92064
H -3.50365 4.89307 -4.15503
C -2.81540 3.58378 -2.58683
H -3.21305 4.18572 -1.76368
H -2.84234 2.16078 -0.27781
C -1.05810 3.24275 1.42081
C -0.94201 3.11933 -0.06267
H -0.63011 4.19927 1.74838
H -0.51416 2.43453 1.92608
H -2.10608 3.21570 1.75659
C -0.04081 3.79726 -0.79491
C 1.06313 4.63276 -0.24913
H -0.05832 3.71810 -1.88467
H 1.01127 5.66679 -0.61271
H 2.02339 4.22562 -0.58263
H 1.05065 4.63151 0.84312
Cu 0.22249 0.17087 0.16070
Cl 2.26332 1.59814 0.10412
C 2.70215 -0.98866 0.90545
O 1.54337 -1.14703 1.30876
N 3.76504 -1.73314 1.17646
C 3.71285 -2.71712 2.24377
C 5.06719 -1.45857 0.58095
H 2.95576 -0.10140 0.23816
H 2.67984 -2.87334 2.55750
H 4.31575 -2.36606 3.09399
H 4.15048 -3.65682 1.88717
H 4.91596 -0.81577 -0.29304
H 5.54471 -2.39854 0.27914
H 5.72211 -0.94374 1.29942
H -3.64490 -2.32910 -3.53920
H -1.69888 -3.93816 -3.17198
C -2.98449 -1.52859 -3.17144
C -1.11011 -3.07908 -2.80957
N -1.98677 -2.06183 -2.26422
H -3.57948 -0.78483 -2.63187
C -2.13245 -1.87648 -0.92180
O -1.35681 -2.23730 -0.04714
H -0.38348 -3.39187 -2.05716
H -3.06942 -1.32313 -0.69006
H -2.51041 -1.05323 -4.03879
H -0.58241 -2.65802 -3.67671
H -1.44107 -0.85566 5.14375
H -3.87644 -1.48706 4.37320
C -1.64575 0.06687 4.58003
C -3.85006 -0.61583 3.70534
N -2.47546 -0.22584 3.42212
H -0.70539 0.51366 4.25335
C -1.94584 -0.26012 2.19161
O -0.76525 0.11021 1.95813
H -4.35882 -0.85943 2.76973
H -2.61513 -0.63805 1.40438
H -2.19512 0.75121 5.23828
H -4.37831 0.20528 4.20791
Cl 6.23075 -2.12768 -5.73092
C 4.87130 -1.92389 -4.71377
C 4.40208 -3.01836 -3.97440
C 3.31533 -2.84635 -3.12365
C 2.70504 -1.58887 -2.99100
C 3.16285 -0.50113 -3.74256
C 4.25213 -0.66471 -4.61213
C 1.65653 -1.43531 -1.90477
O 1.52491 -2.44270 -1.17005
O 1.01287 -0.32618 -1.80687
H 4.88097 -3.99142 -4.05381
H 2.94785 -3.67715 -2.52931
H 2.67357 0.46258 -3.62419
H 4.62544 0.16419 -5.20245
```

Electronic energy = -115057.9072 eV
Expectation value of S² = 0.752
Charge = -1
2S+1 = 2

Entry from the Open Molecules 2025 dataset: a 2-piece molecular cluster, C4H14NO overall at a distorted geometry (wB97M-V/def2-TZVPD).

```
20
Properties=species:S:1:pos:R:3
C -2.12315 0.59311 0.79043
C -0.81405 0.11858 0.08140
C -0.48416 1.07732 -1.02521
C 0.76575 0.80272 -1.78845
N 0.36728 0.00645 1.14649
H -3.01719 0.37749 0.16834
H -2.03363 1.63081 1.13380
H -2.16103 -0.09884 1.66720
H -0.86730 -0.90266 -0.29263
H -1.34480 0.96267 -1.73870
H -0.35444 2.18002 -0.65722
H 0.87792 1.71423 -2.45041
H 1.60442 0.72306 -0.97936
H 0.72638 -0.04581 -2.38740
H 1.21446 0.09581 0.70550
H 0.35910 0.75173 1.79424
H 0.36470 -1.00688 1.38517
H 1.62321 -2.72257 1.11886
H 2.66855 -1.90372 0.33030
O 1.71279 -2.16885 0.47848
```

ΔE to the lowest compared entry with this formula, charge and spin = 41.0 kcal/mol
Charge = +1

Entry from the Open Molecules 2025 dataset: one molecule with the formula C19H18N4O2S at a distorted geometry (wB97M-V/def2-TZVPD).

```
44
Properties=species:S:1:pos:R:3
C -0.96620 -1.22162 -2.66758
C -2.06945 -0.16705 -2.67500
O -2.47771 0.23242 -1.37852
C -1.82490 1.24324 -0.74801
C -0.60558 1.78638 -1.13661
C -0.02169 2.80082 -0.39715
C -0.63815 3.29339 0.73689
C -1.85544 2.76661 1.13394
C -2.45583 1.75943 0.40013
O -3.69330 1.25601 0.77034
C -3.65662 0.31270 1.82263
C -2.79856 -0.84229 1.43131
N -1.52661 -0.72289 1.35581
N -0.98220 -1.81486 0.82515
C 0.25392 -2.26205 0.44788
C 1.47710 -1.49938 0.51964
C 1.47979 -0.18307 0.97721
C 2.65993 0.53527 0.99734
C 3.85341 -0.03306 0.57053
C 5.13549 0.74003 0.60198
C 3.84047 -1.35060 0.11741
C 2.67128 -2.07944 0.08812
N 0.11047 -3.47230 -0.04755
N -1.17633 -3.84147 -0.02218
C -1.83744 -2.84371 0.49400
S -3.45692 -2.37866 0.85817
H -1.31788 -2.13850 -2.20161
H -0.08687 -0.87570 -2.12798
H -0.67980 -1.45016 -3.69045
H -2.97266 -0.58702 -3.12792
H -1.76509 0.70958 -3.25859
H -0.09169 1.41513 -2.00879
H 0.92977 3.19953 -0.71536
H -0.17803 4.08197 1.31182
H -2.36011 3.14244 2.01136
H -3.25502 0.76662 2.74047
H -4.68900 -0.00294 1.98040
H 0.56242 0.28003 1.30730
H 2.64902 1.55646 1.35047
H 4.95385 1.78996 0.81696
H 5.79450 0.33991 1.37244
H 5.65466 0.65966 -0.35151
H 4.76244 -1.80344 -0.21785
H 2.65055 -3.09739 -0.26704
```

ΔE to the lowest compared entry with this formula, charge and spin = 80.7 kcal/mol
Structure (SMILES) = CCOc1ccccc1OCc1nn2c(-c3ccc(C)cc3)nnc2s1
Charge = 0

Molecular weight per entry: 107.12; 124.13; 318.04; 122.24; 1045.55; 830.57; 635.07; 92.16; 366.45 g/mol